Entry 1:
{"formula": "C5H7N", "method": "ωB97M-V with the def2-TZVPD basis set", "de_lowest_kcal_mol": 127.9, "orbital_gap_ev": [9.1, 7.3], "total_energy_ev": -6782.9675, "e_homo_ev": [-8.806, -7.094], "e_lumo_ev": [0.3, 0.2], "symbols": ["C", "C", "C", "C", "N", "C", "H", "H", "H", "H", "H", "H", "H"], "xyz": [[1.19916, -0.27248, 0.49754], [0.67850, 0.98567, -0.16119], [0.34842, -0.84659, -0.54717], [-1.09368, -0.36457, -0.39857], [-1.69231, -0.70050, 0.82955], [-0.71351, 1.05148, -0.28426], [2.26541, -0.44362, 0.34690], [0.93101, -0.38980, 1.55083], [1.36251, 1.79599, -0.40316], [0.73858, -1.51500, -1.31229], [-1.71749, -0.61526, -1.26319], [-0.97926, -0.62148, 1.55527], [-1.32733, 1.93617, -0.41026]]}

Entry 2:
{"formula": "C7H20AsAuN2O6P2S", "method": "ωB97M-V with the def2-TZVPD basis set", "de_lowest_kcal_mol": 0.0, "orbital_gap_ev": 9.1, "total_energy_ev": -116798.7051, "e_homo_ev": -8.897, "e_lumo_ev": 0.2, "symbols": ["Au", "N", "C", "C", "P", "O", "O", "O", "P", "O", "O", "O", "H", "H", "H", "H", "H", "H", "H", "H", "C", "As", "C", "C", "S", "H", "H", "H", "H", "H", "H", "H", "H", "H", "C", "C", "N", "H", "H", "H"], "xyz": [[1.80699, -0.35448, 1.93107], [-3.09557, -2.03602, 2.08425], [-1.82264, -1.31744, 1.67800], [-2.16651, 0.11013, 1.28056], [-0.81912, -1.31008, 3.24378], [-0.05989, -2.69930, 3.24432], [-1.81812, -1.23351, 4.33570], [0.17312, -0.14455, 3.10778], [-1.08974, -2.38294, 0.31335], [-1.18043, -1.44743, -0.99054], [-2.08707, -3.49038, 0.22562], [0.35287, -2.62399, 0.64643], [-3.11969, -2.05818, 3.11799], [-3.02306, -2.96776, 1.60794], [-3.91953, -1.55714, 1.72963], [-2.57187, 0.66732, 2.12880], [-2.88498, 0.12011, 0.45695], [-1.26552, 0.62043, 0.94868], [0.29515, -2.88666, 2.33250], [-0.30338, -1.18979, -1.33652], [0.58358, 2.74611, -0.21644], [0.37817, 1.90883, -1.94184], [-1.50722, 1.63890, -2.20655], [0.85237, 3.29813, -3.19090], [1.49615, 0.16634, -2.20106], [-0.15000, 3.54458, -0.10647], [1.58889, 3.16150, -0.16368], [0.46777, 2.02076, 0.58687], [-1.65599, 1.35054, -3.24574], [-2.05157, 2.55699, -1.98821], [-1.83758, 0.82321, -1.56733], [0.23123, 4.17856, -3.02974], [0.70648, 2.91652, -4.19916], [1.90139, 3.55030, -3.05125], [4.89612, -1.03765, -1.31361], [4.05370, -0.77573, -0.16249], [3.36054, -0.55998, 0.71660], [5.91931, -0.73018, -1.10764], [4.49505, -0.47439, -2.15601], [4.87058, -2.10169, -1.54165]]}

Entry 3:
{"formula": "C5H6F3NO", "method": "ωB97M-V with the def2-TZVPD basis set", "de_lowest_kcal_mol": 38.4, "orbital_gap_ev": 9.5, "total_energy_ev": -16970.0526, "e_homo_ev": -9.470, "e_lumo_ev": 0.0, "symbols": ["C", "C", "C", "C", "C", "N", "O", "F", "F", "F", "H", "H", "H", "H", "H", "H"], "xyz": [[-0.19302, 0.17885, 0.06662], [0.08315, 1.69947, 0.14161], [1.54886, 2.01356, 0.21121], [0.57853, -2.08865, -0.34696], [-2.03416, -0.41531, 0.21687], [0.67350, -0.65509, -0.24797], [-0.78665, 2.49879, 0.02911], [-2.78612, 0.34054, 0.94390], [-2.07362, -1.69065, 0.69629], [-2.47707, -0.50741, -1.04850], [1.81798, 2.98742, 0.07757], [2.22875, 1.43840, -0.55491], [1.88514, 1.71144, 1.24666], [1.43873, -2.54186, -0.06782], [0.45101, -2.38279, -1.43453], [-0.35500, -2.58670, 0.07085]]}

Entry 4:
{"formula": "C6H12N3O", "method": "ωB97M-V with the def2-TZVPD basis set", "de_lowest_kcal_mol": 169.3, "charge": 1, "orbital_gap_ev": 7.1, "total_energy_ev": -12922.1751, "e_homo_ev": -11.265, "e_lumo_ev": -4.2, "symbols": ["C", "C", "C", "C", "C", "C", "N", "N", "N", "O", "H", "H", "H", "H", "H", "H", "H", "H", "H", "H", "H", "H"], "xyz": [[1.70225, 0.92446, 0.41067], [1.16664, -1.94381, 1.58020], [1.30589, 0.51110, 1.84495], [1.92592, -0.90465, 2.09175], [0.76203, -0.90809, -0.91702], [-1.27841, -0.88059, -2.17381], [1.04827, 0.20376, -0.47572], [0.26888, -2.57708, 1.26592], [-2.71956, 2.74051, -1.55582], [-0.14458, -1.52385, -1.56578], [2.63514, 1.32533, 0.16298], [1.72239, 1.28071, 2.57539], [0.24424, 0.50934, 2.07775], [2.12764, -1.02008, 3.17371], [2.98661, -0.93313, 1.60607], [-1.97689, -1.56738, -1.70901], [-1.22166, -1.04471, -3.23928], [-1.44319, 0.14079, -1.91482], [-0.26959, -3.19062, 0.77478], [-2.78746, 3.66897, -1.95571], [-2.46531, 2.83710, -0.57596], [-3.58925, 2.35192, -1.48126]]}